Record 1
Below is C11H16BClN6Sn as an isolated structure in a non-equilibrium geometry, with properties calculated with ωB97M-V/def2-TZVPD.

Geometry as XYZ:
```
36
Properties=species:S:1:pos:R:3:forces:R:3:mulliken_charge:R:1
C 3.080083 -1.178274 -0.598380 -0.6 0.4 0.7 -0.0153
C -0.399742 0.695309 3.604529 0.4 1.2 2.0 -0.8631
C -2.997916 -1.924863 -1.532421 -1.3 -1.3 -0.1 -0.9773
H -2.055091 -1.054509 -3.400192 0.1 -0.1 -0.4 0.5741
H -0.394006 1.774149 3.805548 -0.5 -0.3 0.3 0.3764
N 1.360279 -0.308557 -1.671890 1.1 -0.5 -1.7 0.3837
H -1.593087 0.436310 3.291282 1.0 1.3 2.5 0.3983
H -0.198526 0.091096 4.497878 -0.5 -0.1 0.0 0.3951
H 0.459033 0.543879 2.891920 -0.4 0.1 0.5 0.5051
H 0.066413 2.955398 2.280613 0.2 -0.1 -0.1 0.4017
N 1.889097 -0.637912 -0.428093 0.9 -0.8 0.8 -0.3178
C -0.106774 3.674120 0.217779 0.1 0.5 0.2 -1.0532
H 1.335952 -1.671441 1.930901 -0.7 0.5 0.1 0.4109
C -0.109882 2.972723 -0.978103 0.1 -0.9 0.4 0.0145
N 0.129242 1.482346 0.678375 -1.3 -0.8 0.7 -0.2398
Sn -1.105153 -0.190834 1.744661 4.3 -0.6 -5.6 1.0868
H 2.081999 -0.412835 -3.679696 0.2 -0.1 0.0 0.5129
B -0.024307 0.474950 -1.715751 1.2 1.1 -1.0 -0.1444
C 0.056230 2.737591 1.222779 -0.6 0.8 -0.9 0.0129
H -0.225875 3.276887 -2.006908 0.1 0.3 0.0 0.4918
C 3.389332 -1.211007 -1.986408 1.1 -0.5 0.5 -0.7062
H -0.241188 4.743980 0.305955 0.2 -0.1 0.2 0.4812
N -1.322561 -0.442992 -1.498644 -1.4 -1.0 -1.2 0.0940
Cl -0.398902 -3.045906 2.847041 0.3 -0.2 0.1 0.0294
C 2.273841 -0.633430 -2.634882 -3.0 1.4 0.7 0.0185
H -0.162556 0.926851 -2.818674 0.0 -0.2 0.2 0.0436
N 0.035989 1.660743 -0.696275 -0.9 -1.3 0.1 0.0639
H 0.346684 -2.469994 0.675947 -0.5 0.7 0.2 0.3582
H -3.087403 -2.097383 0.767532 -0.2 0.3 -0.9 0.5226
C -2.126790 -1.148712 -2.331733 2.5 2.2 1.0 0.1425
H 3.705424 -1.517700 0.250659 -0.5 0.3 -0.7 0.4754
H -3.740093 -2.609169 -1.853740 -0.7 -0.6 -0.6 0.5102
N -1.790470 -0.665124 -0.221623 -2.7 -2.6 1.1 -0.0869
C -2.731985 -1.663550 -0.190386 2.2 2.4 0.6 0.1559
C 0.304931 -1.962969 1.655336 -0.2 -1.3 0.8 -0.5288
H 4.297776 -1.599173 -2.424937 0.0 0.0 -0.2 0.4730
```
Positions in Å, forces in eV/Å.

Computed properties:
HOMO energy (spin up / spin down)	-22.8 / -22.9	eV
spin multiplicity	1
net charge	+4
relative energy (zero: lowest compared OMol25 entry of this formula, charge and spin)	25.3	kJ/mol

Record 2
Below is C11H16BF4N6SZr as an isolated structure in a non-equilibrium geometry, with properties calculated with ωB97M-V/def2-TZVPD.

Geometry as XYZ:
```
40
Properties=species:S:1:pos:R:3:forces:R:3:mulliken_charge:R:1
C 1.417219 3.778272 4.004067 0.2 0.2 0.1 -1.0451
F -0.972305 2.155478 -2.708957 0.0 -0.1 -0.1 -0.1432
C 1.059799 -2.504017 1.917397 -0.3 0.0 -0.1 -0.2156
C 2.907895 1.267254 1.173852 0.1 0.1 0.3 0.5771
C -0.711981 -4.559817 2.707364 -0.1 -0.1 0.0 -0.4838
H -0.915719 1.106940 2.366922 -0.1 -0.1 0.0 0.1862
B -0.524270 1.497984 -1.706925 -0.3 0.7 -0.5 0.1747
C 0.840352 1.957618 2.480201 0.3 0.1 0.2 0.7323
C -2.075822 -2.004861 0.218656 -0.2 -0.3 0.1 -0.1114
N 0.479722 2.809733 3.409524 -0.1 -0.1 -0.1 0.0400
H 4.825028 1.084662 0.500407 0.0 0.0 0.0 0.2330
N 4.197939 1.541576 1.148350 -0.1 0.0 -0.1 -0.3259
F 0.112432 0.155113 -1.934113 -0.1 0.1 -1.1 -0.2769
H 2.138495 3.281871 4.656866 0.0 -0.1 0.0 0.4174
H 0.917552 -5.253380 3.891251 0.0 0.0 0.0 0.4392
H 3.043932 -0.108685 -0.195427 0.0 -0.1 -0.1 0.1277
N -0.825528 -1.636190 0.519766 -0.3 -0.6 0.1 -0.1713
C -0.248997 -2.545997 1.427681 0.1 -0.4 0.3 0.3504
H 2.469658 -3.493066 3.185290 0.0 0.0 0.0 0.4377
H 4.625973 2.228487 1.752658 0.0 0.0 0.0 0.2232
H 0.856876 4.479544 4.611596 -0.1 0.0 0.0 0.3207
C -0.916775 2.820177 3.877218 -0.3 0.0 0.1 -1.0418
H -1.007614 3.503513 4.713448 0.1 0.0 0.0 0.2887
H 1.923892 4.373156 3.240887 -0.1 0.0 0.0 0.4567
C -1.116060 -3.572639 1.811816 0.0 0.3 -0.2 0.5911
C 1.458434 -3.485489 2.801895 0.0 0.0 0.0 -1.0022
C 0.575422 -4.497838 3.197130 0.0 0.0 0.0 -0.5997
S -2.639966 -3.386516 0.983946 0.3 0.3 -0.1 -0.0128
H -2.692207 -1.447827 -0.475317 0.0 0.0 0.0 0.4448
N 0.002891 1.056626 1.938837 0.4 0.4 0.1 -0.4174
H -1.228571 1.838478 4.239548 0.1 0.0 0.0 0.4322
N 2.171002 2.001821 2.078922 0.0 0.1 0.0 0.0284
N 2.351608 0.340147 0.398492 0.3 0.3 0.4 -0.3693
F -1.469635 1.058855 -0.632384 -0.3 0.2 -0.4 -0.2812
Zr 0.271566 0.106339 0.122303 0.5 -1.2 1.5 1.7507
H 2.700069 2.714354 2.559461 0.1 0.0 0.0 0.0997
F 0.499915 2.062386 -0.841921 -0.2 0.3 -0.4 -0.2039
H -1.587514 3.165992 3.087822 0.1 0.0 0.0 0.4181
H -1.379676 -5.357010 3.007213 0.0 0.0 0.0 0.4586
H 1.754762 -1.740845 1.585633 0.2 0.0 0.1 0.4729
```
Positions in Å, forces in eV/Å.

Computed properties:
HOMO energy	-18.3	eV
spin multiplicity	1
net charge	+3